Model A:
Molecular formula: C2H5NOS
Method: DFT, ωB97M-V/def2-TZVPD

## Properties
- SMILES string = CO/C=N\S
- highest occupied orbital energy (eV) = -8.3606
- LUMO energy (eV) = 0.8

Each line ends with the natural charge from an NBO analysis.
Geometry (Å):
C: -0.3175 -0.0093 -1.5306  -0.245
C: 0.5234 -0.5843 0.6308  0.376
H: -0.8421 0.8454 -1.8692  0.206
H: -0.9903 -0.8357 -1.5971  0.182
H: 0.6635 -0.2407 -2.0046  0.186
H: 1.0654 -1.4052 0.1095  0.160
H: -0.6046 1.5951 1.7516  0.098
N: 0.6109 -0.4876 1.9191  -0.632
O: -0.1446 0.2703 -0.1431  -0.519
S: 0.0359 0.8520 2.7335  0.188

***

Model B:
Molecular formula: C2H5NOS
Method: DFT, ωB97M-V/def2-TZVPD

## Properties
- SMILES string = CN(O)C=S
- highest occupied orbital energy (eV) = -8.3415
- LUMO energy (eV) = 0.5

Each line ends with the natural charge from an NBO analysis.
Geometry (Å):
C: -0.8144 -0.4520 -0.7719  -0.439
C: 1.3501 0.3070 0.2734  -0.073
H: -0.8904 0.0165 -1.7658  0.234
H: -0.4558 -1.4353 -0.9619  0.221
H: -1.7872 -0.5071 -0.2819  0.220
H: -1.1491 0.9154 1.5283  0.469
H: 1.7734 0.6658 1.2035  0.221
N: 0.0430 0.1123 0.2292  -0.117
O: -0.4629 0.2286 1.5395  -0.545
S: 2.3932 0.1489 -0.9923  -0.190

***

Model C:
Molecular formula: C2H5NOS
Method: DFT, ωB97M-V/def2-TZVPD

## Properties
- SMILES string = OC/C=N/S
- highest occupied orbital energy (eV) = -8.9665
- LUMO energy (eV) = 0.7

Each line ends with the natural charge from an NBO analysis.
Geometry (Å):
C: -0.0689 0.2349 1.0471  -0.120
C: 0.1933 0.1834 -0.3976  0.105
H: -0.9478 1.5249 2.2741  0.473
H: -0.5435 -0.6877 1.2639  0.191
H: 0.8455 0.2759 1.6950  0.175
H: 0.6308 0.9975 -0.8476  0.168
H: 0.7893 -2.1289 -2.6500  0.122
N: -0.1410 -0.8824 -0.9768  -0.519
O: -0.8738 1.4268 1.2947  -0.718
S: 0.1161 -0.9444 -2.7028  0.122

***

Model D:
Molecular formula: C2H5NOS
Method: DFT, ωB97M-V/def2-TZVPD

## Properties
- SMILES string = NC(=O)CS
- highest occupied orbital energy (eV) = -9.6199
- LUMO energy (eV) = 0.7

Each line ends with the natural charge from an NBO analysis.
Geometry (Å):
O: 1.8323 -0.0117 -1.0586  -0.605
S: -1.8460 -0.0268 0.5572  -0.078
C: 0.8965 0.1318 -0.3214  0.655
N: 0.9860 0.8214 0.8512  -0.831
C: -0.4809 -0.3264 -0.6901  -0.596
H: -2.3999 -1.2120 0.5996  0.134
H: 1.9594 1.0889 1.0611  0.413
H: 0.2086 0.8151 1.4435  0.406
H: -0.7636 0.1041 -1.6944  0.255
H: -0.3923 -1.3845 -0.7483  0.247

***

We find model D to be the most stable, with the next structure 156.6 kJ/mol higher.

***

Model A:
Molecular formula: C2H5NOS
Method: DFT, ωB97M-V/def2-TZVPD

## Properties
- highest occupied orbital energy (eV) = -9.0641
- LUMO energy (eV) = 0.5

Each line ends with the natural charge from an NBO analysis.
Geometry (Å):
C: 1.7451 0.3268 0.0320  -0.869
C: -0.7842 0.0308 0.0142  0.574
H: 2.1695 0.3408 1.4524  0.238
H: 2.8882 -0.0202 -1.0932  0.219
H: 1.0415 1.5844 -0.2308  0.364
H: -2.9476 -0.1910 0.0421  0.405
H: -2.0997 -1.4877 -0.4658  0.388
N: -2.0255 -0.5596 0.1090  -0.848
O: -0.5826 1.1571 0.0562  -0.577
S: 0.5954 -1.1813 0.0839  0.108

***

Model B:
Molecular formula: C2H5NOS
Method: DFT, ωB97M-V/def2-TZVPD

## Properties
- highest occupied orbital energy (eV) = -9.5310
- LUMO energy (eV) = -1.2

Each line ends with the natural charge from an NBO analysis.
Geometry (Å):
C: -0.7693 -0.0657 0.0964  0.580
C: 0.5561 -0.7830 0.0159  -0.685
H: -0.4087 2.0900 -0.2997  0.424
H: -2.0838 1.7396 -0.8616  0.320
H: 0.6100 -1.6844 0.7503  0.283
H: 0.6162 -1.8092 -0.9523  0.266
H: 2.1347 -0.1710 1.2496  0.154
N: -0.8487 1.3000 0.2042  -0.758
O: -1.8294 -0.7896 -0.0757  -0.591
S: 2.0228 0.1734 -0.1271  0.006

***

We find model B to be the most stable, with the next structure 6.7 kJ/mol higher.

***

Model A:
Molecular formula: C9H14N3
Method: DFT, ωB97M-V/def2-TZVPD

## Properties
- net charge = +1
- highest occupied orbital energy (eV) = -11.8817
- LUMO energy (eV) = -3.3

Each line ends with the natural charge from an NBO analysis.
Geometry (Å):
C: 0.0435 -0.2389 -2.6797  -0.162
C: 0.6676 0.5620 -1.7978  -0.194
C: 0.1682 1.4715 1.7561  0.522
C: -1.0862 -0.9961 -2.0728  -0.071
C: 1.8299 -0.3043 2.0866  -0.021
C: 1.3501 -0.6033 0.7531  -0.353
C: 0.0817 0.4351 -0.4183  0.345
C: -0.3410 2.6475 2.5381  -0.684
C: -0.9055 -2.5344 -2.1632  -0.588
N: -0.2442 1.3721 0.5271  -0.577
N: 1.1523 0.8006 2.5389  -0.605
N: -1.1057 -0.4546 -0.6410  -0.560
H: 0.2931 -0.4018 -3.6408  0.237
H: 1.5257 1.2429 -1.9564  0.269
H: -2.2305 -0.8726 -2.4379  0.238
H: 2.6013 -0.8248 2.7344  0.256
H: 1.6146 -1.5709 0.3935  0.185
H: -0.9586 3.2627 1.7800  0.263
H: 0.4712 3.3839 2.8981  0.249
H: -0.8243 2.2135 3.5120  0.251
H: -0.3264 -2.7524 -2.9349  0.230
H: -1.7798 -3.0432 -2.2599  0.228
H: -0.4082 -2.8589 -1.1552  0.204
H: 1.6526 1.2701 3.2825  0.422
H: -2.0073 0.0909 -0.6139  0.454
H: -1.2339 -1.2967 -0.0284  0.459

***

Model B:
Molecular formula: C9H14N3
Method: DFT, ωB97M-V/def2-TZVPD

## Properties
- net charge = +1
- highest occupied orbital energy (eV) = -13.5805
- LUMO energy (eV) = -4.4

Each line ends with the natural charge from an NBO analysis.
Geometry (Å):
C: 2.5650 -0.2276 -0.0452  0.026
C: -0.0812 1.7773 -0.3442  0.190
C: 3.7867 -0.5023 0.3979  -0.240
C: 0.3665 2.8963 0.1324  -0.445
C: 1.2472 -0.0876 0.7153  -0.299
C: -1.7233 0.7352 -1.4076  -0.241
C: -1.0365 -0.2998 -0.5204  0.119
C: -1.7474 -0.3958 0.8247  -0.637
C: -0.8676 -1.6625 -1.1739  -0.647
N: 2.2666 -0.0266 -1.3749  -0.053
N: 1.1442 0.2552 -1.6368  0.091
N: 0.3063 0.3806 -0.3094  -0.255
H: 4.6112 -0.5775 -0.2899  0.246
H: 3.9889 -0.6620 1.4422  0.230
H: 1.2522 2.9808 0.7527  0.232
H: -0.1421 3.8198 -0.0796  0.267
H: 0.9316 -1.0616 1.0935  0.255
H: 1.3165 0.6167 1.5429  0.261
H: -2.6808 1.1236 -1.1216  0.233
H: -1.4157 0.8077 -2.4353  0.235
H: -1.2881 -1.1303 1.4815  0.225
H: -2.7762 -0.7014 0.6546  0.251
H: -1.7583 0.5701 1.3257  0.236
H: -0.2917 -2.3364 -0.5413  0.223
H: -0.3768 -1.5750 -2.1403  0.240
H: -1.8486 -2.1058 -1.3269  0.256

***

We find model A to be the most stable, with the next structure 88.4 kJ/mol higher.

***

Model A:
Molecular formula: CH7O3
Method: DFT, ωB97M-V/def2-TZVPD

## Properties
- net charge = -1
- highest occupied orbital energy (eV) = -3.6102
- LUMO energy (eV) = 4.4

Each line ends with the natural charge from an NBO analysis.
Geometry (Å):
C: -0.6309 0.8395 -0.2251  -0.217
O: 0.0651 -0.3306 -0.2278  -0.961
H: -1.7035 0.7787 0.0470  0.110
H: -0.2151 1.6096 0.4790  0.087
H: -0.5397 1.3724 -1.1974  0.114
H: -0.3056 -0.4976 1.4905  0.510
H: -0.6370 0.3057 2.6873  0.439
O: -0.5725 -0.6267 2.4472  -1.000
H: 1.4838 -1.5120 -2.5164  0.430
H: 1.1257 -0.8340 -1.2024  0.513
O: 1.9296 -1.1050 -1.7820  -1.027

***

Model B:
Molecular formula: CH7O3
Method: DFT, ωB97M-V/def2-TZVPD

## Properties
- net charge = -1
- highest occupied orbital energy (eV) = -3.8401
- LUMO energy (eV) = 4.5

Each line ends with the natural charge from an NBO analysis.
Geometry (Å):
C: 1.1987 -0.3238 0.4651  -0.221
O: 0.0872 0.4842 0.3691  -0.926
H: 1.3054 -0.7700 1.4698  0.124
H: 1.1735 -1.1707 -0.2532  0.114
H: 2.1385 0.2178 0.2534  0.119
H: -1.0638 -0.2218 0.9820  0.499
H: -2.3601 -0.9598 0.6379  0.432
O: -1.8443 -0.7467 1.3979  -1.039
H: -0.8223 1.2361 -2.2334  0.434
H: 0.1027 0.9723 -1.0555  0.499
O: 0.0844 1.2824 -2.0332  -1.036

***

Model C:
Molecular formula: CH7O3
Method: DFT, ωB97M-V/def2-TZVPD

## Properties
- net charge = -1
- highest occupied orbital energy (eV) = -2.9953
- LUMO energy (eV) = 4.4

Each line ends with the natural charge from an NBO analysis.
Geometry (Å):
C: -0.5256 -0.5598 -1.5401  -0.202
O: -1.1670 -0.3751 -0.3694  -0.984
H: -0.8521 0.0580 -2.4149  0.081
H: 0.5647 -0.3413 -1.5128  0.094
H: -0.5594 -1.6027 -1.9391  0.085
H: -1.0442 1.1036 0.4285  0.516
H: -0.6315 0.9697 1.8454  0.446
O: -0.6646 1.6731 1.1757  -1.029
H: 2.1082 0.0660 1.0483  0.468
H: 1.2412 -1.0174 0.4712  0.497
O: 2.1747 -0.7905 0.6124  -0.971

***

We find model B to be the most stable, with the next structure 18.3 kJ/mol higher.

***

Model A:
Molecular formula: C5H6Br2
Method: DFT, ωB97M-V/def2-TZVPD

## Properties
- highest occupied orbital energy (eV) = -9.2016
- LUMO energy (eV) = 0.6

Each line ends with the natural charge from an NBO analysis.
Geometry (Å):
C: 0.9577 -0.4809 -0.1630  -0.418
C: -0.3927 -0.8701 -0.8037  -0.409
C: -0.6114 1.6464 0.6127  -0.435
C: -0.1542 0.4412 -0.2099  -0.077
C: -0.2095 2.0039 -0.7878  -0.204
Br: 1.4473 2.9791 -1.2041  0.050
Br: -1.5113 2.2920 -2.0944  0.106
H: 1.3082 -0.6823 0.8811  0.221
H: 1.7984 -0.4585 -0.9245  0.225
H: -0.4633 -1.1068 -1.8489  0.232
H: -0.7318 -1.7027 -0.2707  0.221
H: -1.7221 1.9129 0.7946  0.242
H: 0.0465 1.8442 1.4876  0.245

***

Model B:
Molecular formula: C5H6Br2
Method: DFT, ωB97M-V/def2-TZVPD

## Properties
- highest occupied orbital energy (spin up / spin down) (eV) = -9.1155 / -8.3349
- LUMO energy (spin up / spin down) (eV) = -1.2 / -0.3

Each line ends with the natural charge from an NBO analysis.
Geometry (Å):
C: -0.0002 0.9429 1.4877  -0.292
C: -0.6835 1.7888 0.7654  -0.062
C: 0.2898 -0.3921 0.8973  -0.523
C: -0.4519 -0.4397 -0.4480  0.006
C: 0.2843 -0.4349 -1.6694  -0.444
Br: -2.1569 -1.2429 -0.4391  0.103
Br: 1.3578 -2.2778 -1.8821  -0.153
H: 0.3557 1.1845 2.4966  0.217
H: -1.1204 2.7576 0.7913  0.190
H: 1.3598 -0.5309 0.7140  0.236
H: -0.0350 -1.2060 1.5553  0.238
H: 1.1062 0.2753 -1.6901  0.242
H: -0.3059 -0.4248 -2.5789  0.243

***

We find model A to be the most stable, with the next structure 104.4 kJ/mol higher.